Entry 1:
The following is a DFT calculation (ωB97M-V with the def2-TZVPD basis set) of a molecular structure, C47H52BrN3O5PTeTi at a distorted geometry.

gap between HOMO and LUMO (alpha / beta)	0.163 / 0.164	hartree
2S+1	2
maximum force	3.68	eV Å⁻¹
total charge	0

Cartesian coordinates (Å):
Ti (-0.984, -1.517, -0.904)
Br (-0.062, -4.304, 5.853)
C (-0.619, -3.604, 4.170)
C (-1.929, -3.171, 4.018)
C (-2.311, -2.654, 2.787)
C (-1.423, -2.540, 1.722)
O (-1.856, -2.007, 0.572)
C (-0.065, -2.982, 1.890)
C (0.889, -2.944, 0.843)
N (0.633, -2.395, -0.372)
C (1.220, -2.962, -1.506)
C (2.545, -3.304, -1.695)
C (2.921, -3.990, -2.860)
C (2.004, -4.347, -3.818)
C (0.637, -4.042, -3.643)
C (-0.398, -4.453, -4.503)
C (-1.706, -4.207, -4.151)
C (-1.995, -3.505, -2.987)
N (-1.048, -3.052, -2.171)
C (0.254, -3.331, -2.485)
C (0.289, -3.537, 3.143)
H (-2.631, -3.236, 4.837)
H (-3.329, -2.322, 2.624)
H (1.804, -3.521, 0.964)
H (3.286, -3.041, -0.951)
H (3.963, -4.249, -3.002)
H (2.313, -4.885, -4.706)
H (-0.159, -4.985, -5.415)
H (-2.516, -4.552, -4.779)
H (-3.009, -3.275, -2.683)
H (1.301, -3.892, 3.293)
C (-1.737, 3.256, -3.840)
C (-0.731, 2.446, -3.043)
O (-0.427, 1.241, -3.742)
P (-0.357, -0.314, -3.255)
O (1.012, -0.659, -4.070)
C (2.220, -0.080, -3.561)
C (3.374, -0.491, -4.452)
O (-1.364, -1.011, -4.298)
C (-2.296, -0.388, -5.180)
C (-3.717, -0.714, -4.752)
H (-1.876, 4.226, -3.360)
H (-2.701, 2.746, -3.878)
H (-1.375, 3.409, -4.857)
H (-1.127, 2.243, -2.053)
H (0.198, 3.011, -2.935)
H (2.383, -0.399, -2.526)
H (2.120, 1.011, -3.562)
H (3.363, -1.569, -4.580)
H (4.322, -0.197, -4.001)
H (3.281, -0.025, -5.433)
H (-2.093, -0.778, -6.179)
H (-2.132, 0.689, -5.194)
H (-3.958, -1.755, -4.969)
H (-4.425, -0.074, -5.280)
H (-3.814, -0.551, -3.678)
C (-0.575, 2.432, 7.974)
C (-0.451, 2.130, 6.506)
C (0.702, 2.435, 5.799)
C (0.854, 2.125, 4.450)
C (2.119, 2.601, 3.784)
C (-0.175, 1.439, 3.787)
Te (-0.125, 0.425, 1.802)
N (-0.761, 0.412, -0.406)
C (-2.020, 0.533, -0.758)
O (-2.518, -0.403, -1.512)
C (-2.882, 1.722, -0.490)
C (-2.506, 2.755, 0.367)
C (-3.281, 3.899, 0.467)
C (-4.438, 4.026, -0.288)
C (-4.839, 2.990, -1.121)
C (-4.071, 1.842, -1.213)
C (1.925, 0.745, 1.280)
C (2.904, -0.104, 1.803)
C (2.640, -1.101, 2.902)
C (4.216, 0.020, 1.350)
C (4.583, 0.970, 0.413)
C (6.011, 1.107, -0.042)
C (3.605, 1.842, -0.052)
C (2.289, 1.759, 0.374)
C (1.318, 2.818, -0.067)
C (-1.392, 1.222, 4.462)
C (-2.643, 0.682, 3.804)
C (-1.501, 1.557, 5.806)
H (0.303, 2.963, 8.339)
H (-0.682, 1.509, 8.545)
H (-1.456, 3.045, 8.169)
H (1.519, 2.935, 6.308)
H (2.531, 3.440, 4.344)
H (1.930, 2.923, 2.763)
H (2.880, 1.821, 3.751)
H (-1.610, 2.651, 0.962)
H (-2.981, 4.699, 1.131)
H (-5.028, 4.932, -0.223)
H (-5.751, 3.080, -1.696)
H (-4.370, 1.018, -1.846)
H (1.607, -1.067, 3.240)
H (3.281, -0.887, 3.761)
H (2.867, -2.113, 2.570)
H (4.973, -0.639, 1.763)
H (6.635, 0.328, 0.393)
H (6.409, 2.077, 0.262)
H (6.080, 1.045, -1.129)
H (3.886, 2.628, -0.746)
H (1.828, 3.607, -0.620)
H (0.828, 3.262, 0.804)
H (0.542, 2.384, -0.690)
H (-2.472, 0.241, 2.825)
H (-3.363, 1.494, 3.677)
H (-3.103, -0.079, 4.435)
H (-2.438, 1.356, 6.316)

Entry 2:
The following is a DFT calculation (ωB97M-V with the def2-TZVPD basis set) of a molecular structure, C28H33N4NiP2S3.

gap between HOMO and LUMO	0.177	hartree
maximum force	0.24	eV Å⁻¹
total charge	-1

Cartesian coordinates (Å):
Ni (0.562, -0.253, 0.778)
S (2.667, -0.729, 0.964)
C (2.661, -2.468, 0.893)
C (3.927, -3.137, 0.916)
N (4.954, -3.655, 0.951)
C (1.497, -3.159, 0.820)
S (-0.028, -2.331, 0.740)
C (1.467, -4.590, 0.810)
N (1.421, -5.739, 0.795)
C (2.376, 2.690, 0.935)
P (1.031, 1.775, 0.133)
C (-0.458, 2.812, 0.389)
N (-0.476, 4.079, 0.072)
C (-1.684, 4.701, 0.145)
C (-1.789, 6.058, -0.240)
C (-3.009, 6.669, -0.233)
C (-4.169, 5.965, 0.170)
C (-4.090, 4.665, 0.571)
C (-2.839, 4.008, 0.574)
N (-2.765, 2.725, 1.005)
C (-1.604, 2.143, 0.897)
P (-1.395, 0.404, 1.413)
C (-2.924, -0.384, 0.879)
C (-1.388, 0.492, 3.280)
C (-2.559, 1.323, 3.808)
C (-0.072, 1.127, 3.727)
C (-1.490, -0.935, 3.822)
C (1.321, 1.865, -1.703)
C (1.745, 3.271, -2.134)
C (0.011, 1.456, -2.380)
C (2.415, 0.862, -2.074)
H (2.351, 3.737, 0.637)
H (3.329, 2.239, 0.655)
H (2.262, 2.610, 2.015)
H (-0.892, 6.570, -0.562)
H (-3.096, 7.700, -0.551)
H (-5.129, 6.464, 0.144)
H (-4.959, 4.090, 0.861)
H (-3.706, -0.284, 1.629)
H (-2.753, -1.438, 0.656)
H (-3.252, 0.136, -0.025)
H (-2.468, 2.374, 3.539)
H (-2.572, 1.249, 4.899)
H (-3.522, 0.970, 3.439)
H (0.058, 2.128, 3.304)
H (0.783, 0.512, 3.439)
H (-0.076, 1.232, 4.816)
H (-2.417, -1.418, 3.505)
H (-1.490, -0.900, 4.915)
H (-0.659, -1.554, 3.491)
H (1.013, 4.019, -1.841)
H (1.830, 3.283, -3.224)
H (2.719, 3.548, -1.724)
H (-0.808, 2.166, -2.254)
H (-0.328, 0.493, -1.991)
H (0.180, 1.346, -3.454)
H (3.343, 1.031, -1.523)
H (2.628, 0.965, -3.141)
H (2.097, -0.162, -1.882)
S (-3.866, 1.951, -2.115)
C (-4.031, 0.220, -2.298)
C (-5.147, -0.461, -1.775)
C (-5.236, -1.845, -1.791)
C (-4.222, -2.618, -2.346)
C (-3.139, -1.965, -2.927)
C (-3.056, -0.581, -2.919)
H (-5.935, 0.129, -1.322)
H (-6.106, -2.327, -1.357)
H (-4.279, -3.700, -2.338)
H (-2.343, -2.542, -3.386)
H (-2.212, -0.096, -3.393)

Entry 3:
The following is a DFT calculation (ωB97M-V with the def2-TZVPD basis set) of 5 unconnected molecules or ions with the total composition C2H16N2O4 at a distorted geometry.

gap between HOMO and LUMO (alpha / beta)	0.352 / 0.146	hartree
2S+1	2
maximum force	4.87	eV Å⁻¹
total charge	+1

Cartesian coordinates (Å):
N (-0.700, -0.918, -1.292)
C (-0.345, 0.389, -2.060)
C (0.047, 1.504, -1.113)
N (0.964, 1.093, -0.089)
H (-1.378, -1.441, -1.875)
H (-0.981, -0.775, -0.317)
H (-1.366, 0.649, -2.619)
H (0.515, 0.202, -2.806)
H (0.581, 2.315, -1.610)
H (-0.975, 1.918, -0.688)
H (1.803, 0.718, -0.586)
H (0.739, 0.217, 0.295)
H (0.732, -1.593, -0.758)
H (1.932, -2.674, -0.722)
O (1.380, -2.063, -0.226)
H (0.885, -1.916, 1.618)
H (-0.041, -2.612, 2.751)
O (0.391, -1.773, 2.489)
H (0.718, 2.285, 1.076)
H (0.327, 2.412, 2.609)
O (0.436, 3.040, 1.846)
H (-2.427, 0.186, 1.256)
H (-1.328, -0.565, 1.771)
O (-1.909, -0.599, 1.050)

Entry 4:
The following is a DFT calculation (ωB97M-V with the def2-TZVPD basis set) of a single C4H7NO molecule.

gap between HOMO and LUMO	0.375	hartree
maximum force	0.53	eV Å⁻¹
SMILES	O=CCN1CC1
total charge	0

Cartesian coordinates (Å):
O (1.449, -1.127, 2.097)
C (0.559, -0.708, 1.395)
C (0.307, -1.200, -0.020)
N (-0.149, -0.207, -0.976)
C (0.271, 1.165, -0.772)
C (-1.154, 0.774, -0.610)
H (-0.123, 0.083, 1.776)
H (-0.423, -2.020, 0.018)
H (1.253, -1.612, -0.387)
H (0.630, 1.688, -1.655)
H (0.840, 1.385, 0.136)
H (-1.583, 0.797, 0.396)
H (-1.876, 0.982, -1.398)

Entry 5:
The following is a DFT calculation (ωB97M-V with the def2-TZVPD basis set) of a molecular structure, C21H9Cl5N2OPdS4 at a distorted geometry.

gap between HOMO and LUMO	0.249	hartree
maximum force	2.28	eV Å⁻¹
total charge	0

Cartesian coordinates (Å):
Pd (-0.098, 0.383, -0.950)
Cl (-2.457, -0.689, 1.325)
C (-1.751, -1.866, 0.268)
C (-0.836, -1.497, -0.735)
C (-0.356, -2.519, -1.545)
Cl (0.741, -2.121, -2.829)
C (-0.719, -3.851, -1.372)
Cl (-0.070, -5.075, -2.390)
C (-1.612, -4.189, -0.361)
Cl (-2.068, -5.830, -0.124)
C (-2.136, -3.192, 0.459)
Cl (-3.250, -3.611, 1.703)
C (4.041, -2.877, 0.928)
C (3.322, -2.547, 2.071)
C (2.368, -1.547, 2.030)
C (2.138, -0.890, 0.830)
C (2.834, -1.219, -0.322)
C (3.800, -2.211, -0.265)
N (1.136, 0.131, 0.723)
N (0.968, 0.827, 1.730)
C (-0.041, 1.798, 1.627)
C (-0.695, 2.101, 2.814)
C (-1.837, 2.870, 2.804)
C (-2.330, 3.334, 1.590)
C (-1.659, 3.099, 0.409)
C (-0.482, 2.334, 0.385)
H (4.782, -3.665, 0.966)
H (3.502, -3.078, 2.996)
H (1.792, -1.280, 2.905)
H (2.614, -0.698, -1.250)
H (4.353, -2.473, -1.157)
H (-0.310, 1.668, 3.727)
H (-2.354, 3.093, 3.726)
H (-3.240, 3.920, 1.568)
H (-2.049, 3.505, -0.514)
O (-1.897, 5.873, -4.392)
C (-1.510, 4.903, -3.811)
S (-0.285, 4.935, -2.532)
C (-0.298, 3.200, -2.246)
C (-1.155, 2.419, -2.959)
S (-1.430, 0.725, -2.743)
S (-2.138, 3.259, -4.123)
S (0.671, 2.547, -0.961)

Entry 6:
The following is a DFT calculation (ωB97M-V with the def2-TZVPD basis set) of a molecular structure, C33H51AlBrCaF5IKN5O13P2 at a distorted geometry.

gap between HOMO and LUMO	0.061	hartree
maximum force	2.63	eV Å⁻¹
total charge	+1

Cartesian coordinates (Å):
C (2.062, 1.793, 0.267)
C (0.991, 2.184, -0.716)
C (0.121, 1.026, -1.113)
I (-0.349, -0.212, 0.669)
O (0.550, 0.283, -2.224)
C (1.760, -0.310, -2.239)
O (2.725, 0.198, -2.695)
C (1.851, -1.712, -1.758)
C (1.306, -2.738, -2.514)
F (0.745, -2.352, -3.632)
C (1.349, -4.059, -2.155)
C (0.659, -5.025, -3.086)
F (-0.334, -4.453, -3.728)
F (1.479, -5.500, -4.009)
F (0.038, -6.107, -2.496)
N (2.033, -4.401, -0.985)
P (2.241, -6.096, -0.506)
C (2.881, -7.069, -1.953)
C (3.510, -6.409, 0.760)
C (2.528, -3.386, -0.237)
O (3.095, -3.607, 0.941)
C (2.025, -3.685, 1.902)
C (2.236, -2.743, 3.039)
N (1.656, -1.444, 2.829)
C (1.836, -0.595, 3.986)
C (3.177, 0.093, 4.018)
C (3.245, 1.225, 2.999)
O (3.365, 0.578, 5.335)
C (2.443, -2.086, -0.606)
O (2.990, -1.124, 0.212)
C (4.292, -1.128, 0.112)
N (5.428, -1.089, 0.012)
H (2.652, 2.734, 0.600)
H (2.816, 1.138, -0.130)
H (1.683, 1.379, 1.199)
H (1.458, 2.551, -1.624)
H (0.419, 3.015, -0.328)
H (-0.906, 1.386, -1.382)
H (2.068, -7.656, -2.358)
H (3.613, -7.784, -1.609)
H (3.334, -6.450, -2.713)
H (3.923, -7.385, 0.547)
H (4.342, -5.725, 0.673)
H (3.147, -6.399, 1.771)
H (1.889, -4.694, 2.273)
H (1.084, -3.417, 1.434)
H (1.752, -3.173, 3.917)
H (3.300, -2.670, 3.254)
H (0.624, -1.566, 2.804)
H (1.760, -1.179, 4.921)
H (1.058, 0.148, 4.055)
H (3.966, -0.639, 3.813)
H (2.287, 1.393, 2.531)
H (3.580, 2.140, 3.461)
H (3.952, 0.997, 2.211)
H (4.140, 1.139, 5.348)
O (-0.609, -2.578, 5.555)
P (-1.270, -1.256, 4.964)
O (-0.717, -1.132, 3.530)
O (-0.909, -0.097, 5.835)
O (-2.815, -1.519, 4.939)
Al (-4.426, -0.963, 4.833)
C (-2.388, 3.190, -5.992)
C (-2.149, 4.142, -4.849)
C (-0.694, 4.334, -4.476)
O (-0.779, 4.635, -3.075)
C (-1.913, 4.068, -2.601)
O (-2.181, 3.971, -1.448)
O (-2.690, 3.625, -3.614)
H (-2.070, 2.182, -5.724)
H (-3.449, 3.139, -6.232)
H (-1.847, 3.513, -6.881)
H (-2.632, 5.101, -5.049)
H (-0.219, 5.151, -5.012)
H (-0.100, 3.426, -4.605)
O (-2.324, -5.018, 6.113)
H (-1.556, -4.436, 5.998)
Ca (1.314, -3.001, 5.779)
F (4.133, 2.775, 1.010)
Br (-2.639, 0.857, -0.605)
N (-5.538, -8.686, -3.214)
C (-4.813, -8.451, -4.304)
C (-3.613, -7.753, -4.292)
C (-3.152, -7.275, -3.077)
C (-3.897, -7.510, -1.931)
C (-5.083, -8.223, -2.057)
H (-5.218, -8.842, -5.230)
H (-3.062, -7.591, -5.208)
H (-2.222, -6.721, -3.027)
H (-3.576, -7.149, -0.961)
H (-5.699, -8.433, -1.190)
C (0.260, 7.032, -0.021)
C (-0.535, 7.528, 1.178)
N (-1.552, 8.501, 0.827)
C (-2.107, 9.196, 1.973)
C (-2.892, 8.377, 3.006)
C (-2.503, 8.074, -0.181)
C (-3.311, 6.798, 0.087)
H (0.683, 7.867, -0.580)
H (1.082, 6.401, 0.318)
H (-0.351, 6.434, -0.699)
H (0.162, 8.007, 1.870)
H (-0.952, 6.657, 1.709)
H (-2.739, 10.011, 1.612)
H (-1.277, 9.687, 2.490)
H (-3.875, 8.087, 2.636)
H (-3.056, 8.981, 3.900)
H (-2.356, 7.479, 3.314)
H (-1.959, 7.935, -1.120)
H (-3.189, 8.900, -0.384)
H (-2.685, 5.985, 0.454)
H (-3.769, 6.457, -0.844)
H (-4.121, 6.961, 0.797)
K (-0.031, -8.163, -1.339)